No. 1
Computed, not measured: C31H47BrClI2N3O2S2 as an isolated structure in a non-equilibrium geometry, with wB97M-V/def2-TZVPD.

Geometry (Å):
C (-2.609, -0.992, 0.861)
C (-4.660, 3.739, -0.277)
H (-5.646, 4.845, 3.337)
H (-0.859, -1.160, -8.524)
H (2.253, -0.846, 0.149)
C (7.168, -2.036, 4.164)
H (-3.013, -2.465, -6.434)
H (5.765, -2.550, 7.516)
N (5.977, -2.783, 4.541)
C (2.467, 1.549, 1.147)
H (3.188, 0.002, 2.652)
C (-2.695, -0.072, -4.857)
H (-4.688, 4.828, -0.498)
H (-1.905, -3.172, -8.556)
H (3.814, -0.181, 5.247)
I (-3.125, 3.595, -3.913)
H (-0.496, -3.735, -7.639)
H (7.442, -1.291, 4.925)
H (-0.027, -2.512, 2.769)
H (3.525, 1.914, 1.120)
H (-1.846, 1.180, -1.651)
H (-0.019, 4.040, 0.330)
H (-2.695, 0.139, -9.214)
C (-1.847, -0.157, -0.086)
C (-1.111, 4.257, 0.170)
H (8.736, -3.421, 4.782)
C (-2.727, -0.182, -8.170)
C (-1.323, -0.585, -7.716)
O (-6.654, 5.696, 0.689)
C (-6.708, 4.572, 3.074)
C (-1.999, -1.838, 1.863)
Br (-6.961, 0.946, 2.081)
H (-7.336, 5.443, 3.397)
I (-0.209, 5.191, -2.826)
H (-3.441, -1.005, -8.106)
C (-2.611, 3.613, -1.804)
C (-0.381, -0.211, 0.051)
S (-6.908, 4.360, 1.263)
S (-4.430, -0.863, 0.695)
H (2.064, 1.308, 0.134)
H (6.894, -3.881, 7.682)
C (-3.543, 1.476, -0.540)
C (-5.647, 1.751, 0.908)
H (0.250, 0.402, -0.643)
H (-6.980, 3.649, 3.642)
H (-1.374, 5.250, 0.633)
H (-0.703, 0.313, -7.639)
O (-8.266, 3.969, 0.882)
H (5.173, -4.212, 5.836)
C (4.763, -1.979, 4.524)
N (-1.200, -1.357, -6.486)
H (9.198, -2.310, 3.499)
C (-1.925, -2.618, -6.447)
H (6.955, -1.479, 3.246)
H (-1.671, 3.471, 0.751)
H (4.649, -1.567, 3.514)
C (1.796, -1.000, 1.167)
C (0.235, -1.053, 1.089)
H (-2.624, -2.457, 2.546)
C (-4.595, 0.923, 0.347)
C (4.658, -0.821, 5.519)
H (3.896, -2.635, 4.655)
C (2.270, 0.257, 2.054)
C (6.573, -3.080, 7.011)
H (8.142, -3.676, 3.130)
Cl (1.008, 0.702, 3.331)
C (-1.311, -0.589, -5.254)
H (2.242, -1.925, 1.625)
H (-1.674, -3.136, -5.516)
H (-3.114, 0.658, -7.593)
C (-1.573, -3.559, -7.591)
H (-0.617, 0.258, -5.295)
C (-5.679, 3.179, 0.600)
H (-0.937, -1.215, -4.435)
H (1.828, 2.366, 1.581)
H (-3.461, -0.847, -4.914)
C (-3.604, 2.909, -0.865)
H (-2.670, 0.284, -3.823)
H (6.824, -4.469, 5.405)
C (-0.546, -1.892, 1.996)
H (5.552, -0.194, 5.523)
C (8.376, -2.919, 3.881)
H (-3.002, 0.772, -5.473)
H (7.418, -2.398, 6.896)
N (-2.504, 0.655, -1.073)
C (6.117, -3.680, 5.680)
H (4.473, -1.175, 6.532)
C (-1.478, 4.238, -1.347)
H (-2.063, -4.523, -7.442)

As for the highest occupied orbital energy: -0.298 Eh. The LUMO energy is -0.695 eV. The HOMO-LUMO gap is 7.42 eV. As for the total energy: -5949.98961 a.u.

Atomic partial charges in e from the Löwdin method, atoms 1 to 6:
1. C -0.412
2. C 0.011
3. H 0.081
4. H 0.101
5. H 0.116
6. C -0.275

No. 2
Computed, not measured: C23H36FeO21 as an isolated structure in a non-equilibrium geometry, with wB97M-V/def2-TZVPD.

Geometry (Å):
C (-4.303, 7.301, 4.862)
H (-4.050, 7.616, 3.848)
C (-2.044, 4.617, 8.001)
O (0.380, 5.109, 10.136)
H (-3.903, 2.733, 9.399)
H (-4.357, 1.211, 10.183)
H (1.904, 6.322, 8.178)
O (1.221, 3.042, 10.369)
O (-5.367, 2.951, 10.750)
H (-4.793, -0.662, 14.763)
H (-1.599, 0.239, 14.230)
C (-6.518, 7.422, 13.200)
H (-7.585, 9.198, 13.832)
H (1.379, 3.542, 12.395)
O (-4.426, 5.641, 6.921)
C (-3.564, -5.545, 14.110)
H (-6.208, 0.280, 7.721)
O (-7.096, 7.145, 12.146)
H (-2.412, 5.200, 8.844)
O (0.424, -0.214, 13.979)
C (-4.341, -3.314, 13.896)
O (-3.179, 6.565, 5.302)
H (-9.756, -1.879, 10.709)
O (-4.132, 8.095, 16.585)
H (-2.892, 1.436, 11.741)
C (2.717, 1.451, 15.987)
H (2.481, 5.274, 6.975)
O (-6.956, -0.598, 10.320)
H (3.571, 0.959, 16.444)
O (-8.032, -2.474, 9.742)
C (1.127, 4.238, 9.797)
O (-6.652, -1.656, 8.328)
H (-1.935, 2.415, 10.865)
C (-6.156, 8.647, 15.307)
O (-2.165, 5.404, 6.803)
C (-4.625, 6.745, 14.811)
C (-4.646, -0.991, 13.736)
C (-5.286, 6.485, 13.575)
H (-4.531, 8.183, 5.456)
H (-2.503, 3.633, 7.957)
H (0.719, 1.904, 12.018)
O (-3.832, -2.140, 13.607)
H (-2.900, -6.234, 13.602)
H (-4.144, -0.155, 13.245)
O (0.220, 1.723, 15.044)
H (-8.314, -2.095, 11.807)
H (-0.984, 0.753, 12.739)
O (1.946, 4.242, 8.736)
C (-4.199, 2.284, 10.358)
H (-0.231, 3.399, 11.833)
H (-1.210, -1.001, 13.009)
C (-7.161, -1.487, 9.553)
C (-8.833, -2.420, 10.904)
C (0.757, 2.947, 11.726)
C (-6.839, 8.469, 14.109)
H (-5.138, -1.180, 7.130)
O (-5.407, -3.581, 14.392)
C (1.802, 5.288, 7.828)
O (2.071, 0.412, 15.252)
C (-5.706, -0.670, 7.901)
O (-6.614, 9.535, 16.094)
H (-3.814, 6.112, 15.154)
H (0.806, 5.336, 7.373)
H (-0.962, 4.560, 8.066)
O (-4.929, 5.524, 12.835)
H (-4.607, -5.845, 13.995)
C (-3.359, 5.837, 6.414)
H (2.980, 2.285, 15.339)
O (-3.441, -4.236, 13.572)
O (-2.989, 3.374, 12.376)
Fe (-5.133, 3.547, 12.718)
H (2.136, 1.887, 16.801)
H (-9.075, -3.442, 11.206)
H (-5.004, -0.427, 8.706)
C (-4.959, 7.797, 15.698)
C (-2.940, 2.474, 11.322)
H (-3.368, -5.489, 15.182)
H (-5.216, 6.720, 4.725)
C (-0.893, -0.064, 13.455)
H (-5.548, -1.106, 13.134)
C (0.856, 0.737, 14.788)

As for the highest occupied orbital energy (spin up / spin down): -0.033 / -0.033 Eh. The LUMO energy (spin up / spin down) is 3.287 / 3.288 eV. As for the spin multiplicity: 5. Its expectation value of S² is 6.027. Its charge is -2. The HOMO-LUMO gap (spin up / spin down) is 4.19 / 4.19 eV. As for the total energy: -3741.68079 a.u.

Atomic partial charges in e from the Löwdin method, atoms 1 to 6:
1. C -0.071
2. H 0.084
3. C -0.001
4. O 0.151
5. H 0.066
6. H 0.067

No. 3
Computed, not measured: C21H31GaN5O6S as an isolated structure in a non-equilibrium geometry, with wB97M-V/def2-TZVPD.

Geometry (Å):
H (-1.979, -3.649, 0.961)
C (1.173, -4.457, 1.335)
N (-1.598, -0.738, -0.105)
O (-1.489, 2.256, 0.560)
C (0.213, 2.956, -0.856)
H (2.023, -0.727, -1.314)
H (-2.049, -4.199, -2.270)
H (-0.840, 4.734, -0.380)
H (-2.775, 0.912, -3.267)
O (-2.819, 4.608, -0.633)
N (0.970, 1.266, -2.289)
H (-3.337, 5.285, -0.170)
H (2.729, 2.127, 1.545)
H (1.494, -3.102, -0.333)
H (0.752, -5.248, 0.709)
N (1.435, -0.471, -0.512)
H (2.579, 2.886, -3.359)
C (-1.846, 0.789, -2.691)
C (0.160, 4.297, -0.241)
H (-3.212, -2.356, 1.108)
H (2.691, -1.615, 3.514)
H (0.003, -1.013, 2.600)
C (1.109, 2.706, 2.880)
O (-2.155, -0.231, 1.036)
H (-0.454, -3.886, -3.032)
H (2.779, 3.834, -1.858)
C (1.828, 1.821, 2.085)
O (-0.842, 0.335, -3.911)
H (0.902, 4.950, -0.709)
H (-1.698, 1.824, -2.333)
H (-0.551, -4.537, -1.362)
O (1.804, 0.658, -3.048)
C (-0.439, 0.932, 3.461)
C (1.078, 2.552, -1.917)
H (2.119, -3.811, 4.555)
N (-0.283, -1.512, -2.129)
H (1.072, -5.601, 3.165)
H (-1.322, 0.574, 3.991)
H (-1.969, 0.783, 0.943)
Ga (-0.449, 0.265, -1.358)
S (2.284, -0.575, 0.839)
C (1.361, -4.652, 2.707)
C (2.055, 3.447, -2.583)
H (-3.276, -3.524, -0.252)
H (-1.138, 0.826, -4.700)
N (-0.624, 2.000, -0.384)
C (1.996, -2.197, 1.555)
C (-0.010, 2.253, 3.588)
C (1.389, 0.495, 1.960)
C (-1.033, -2.460, -1.578)
H (0.375, 4.243, 0.834)
H (1.537, 4.301, -3.034)
C (-1.018, -3.856, -2.091)
H (-0.566, 2.944, 4.226)
O (0.737, -1.819, -2.961)
H (-2.850, 3.813, -0.058)
C (-2.610, -2.940, 0.402)
C (-1.772, -2.028, -0.422)
H (1.154, -0.905, -3.146)
H (-2.246, -0.041, -2.044)
C (2.255, -2.416, 2.918)
C (0.275, 0.038, 2.659)
C (1.932, -3.646, 3.492)
C (1.555, -3.247, 0.746)
H (1.431, 3.749, 2.957)

As for the highest occupied orbital energy: -0.364 Eh. The LUMO energy is -4.130 eV. Its charge is +1. The HOMO-LUMO gap is 5.77 eV. As for the total energy: -3866.49471 a.u.

Atomic partial charges in e from the Löwdin method, atoms 1 to 6:
1. H 0.105
2. C -0.076
3. N -0.003
4. O -0.170
5. C -0.222
6. H 0.029

No. 4
Computed, not measured: a 2-piece molecular cluster, C10H9NO3 overall in a non-equilibrium geometry, with wB97M-V/def2-TZVPD.

Geometry (Å):
O (0.549, -2.636, 3.910)
C (-1.363, 1.445, -0.809)
H (-1.516, -3.273, -0.522)
H (-2.421, -0.943, -1.161)
H (-2.401, 1.643, -0.930)
H (1.117, 5.199, -1.201)
O (0.845, -3.646, 0.378)
C (-1.017, -2.249, -0.271)
H (1.053, 0.884, 0.054)
H (0.590, 3.976, -2.423)
C (-1.521, -1.042, -0.595)
C (1.142, 4.166, -1.502)
H (1.777, -3.555, 0.771)
H (2.186, 3.737, -1.280)
C (-0.509, -2.638, 3.444)
C (-0.473, 2.646, -0.737)
C (1.097, -1.238, 0.202)
C (0.529, -0.021, -0.143)
N (0.305, 3.521, -0.538)
C (0.347, -2.365, 0.141)
H (1.994, -1.136, 0.788)
O (-1.530, -2.626, 2.959)
C (-0.776, 0.153, -0.537)

As for the highest occupied orbital energy: -0.263 Eh. The LUMO energy is 0.588 eV. As for the structure (SMILES): CN=C=Cc1ccc(O)cc1.O=C=O. The HOMO-LUMO gap is 7.75 eV. As for the total energy: -666.86165 a.u.

Atomic partial charges in e from the Löwdin method, atoms 1 to 6:
1. O 0.199
2. C -0.017
3. H 0.157
4. H 0.107
5. H 0.071
6. H 0.068

No. 5
Computed, not measured: C44H41AsCuFN5O4 as an isolated structure, with wB97M-V/def2-TZVPD.

Geometry (Å):
N (0.386, 1.121, -3.443)
C (-1.458, -2.091, -3.392)
H (0.709, 0.158, -6.017)
Cu (2.662, 0.579, 1.553)
H (1.709, 2.681, -3.095)
C (-1.231, 3.774, 5.711)
H (0.093, -2.206, -0.371)
H (-0.687, 4.189, 6.549)
H (-2.744, -2.125, -7.087)
C (5.668, 2.549, 3.796)
H (-1.212, -0.515, -4.801)
H (-4.394, -2.720, -6.819)
C (-3.384, -2.693, -6.415)
H (4.205, -1.980, 5.618)
C (-0.030, 1.733, -4.713)
C (2.089, -2.341, 2.486)
C (-1.430, 2.164, -0.262)
O (3.152, 3.236, -1.473)
C (-0.968, -0.864, -3.809)
H (0.083, 2.809, -4.593)
C (0.303, -0.584, -1.762)
H (-3.193, 2.306, 2.719)
H (-2.585, -3.835, 3.025)
C (5.895, 1.671, 4.841)
H (-3.111, -4.602, -7.244)
C (3.601, -2.097, 4.731)
C (-2.665, -4.219, -3.944)
H (1.499, -2.376, 1.579)
C (-0.882, -0.977, 3.634)
H (-2.191, 2.802, -2.160)
C (4.779, 2.179, 2.802)
H (1.245, 4.916, -0.728)
H (2.842, -4.016, 5.307)
H (1.845, 1.480, -5.752)
C (-2.429, -2.179, 1.673)
C (2.063, -3.367, 3.414)
H (-4.326, -2.323, -4.491)
C (-1.399, -2.245, 3.843)
H (6.586, 1.924, 5.634)
C (0.792, 1.238, -5.893)
C (-1.140, -0.303, 2.441)
C (-1.913, -0.907, 1.458)
H (-3.198, -1.086, -5.000)
C (-2.593, 4.008, 5.584)
C (-1.036, -2.545, -2.127)
N (-2.864, -4.107, -6.387)
F (-1.487, -3.726, -1.650)
C (1.303, 1.758, -2.698)
C (3.576, -1.115, 3.752)
C (4.350, 0.152, 3.839)
H (4.567, 2.804, 1.944)
C (2.823, 2.240, -0.854)
H (-3.108, 4.605, 6.324)
C (-0.470, 3.940, -1.571)
H (-1.205, -2.760, 4.775)
C (-3.300, 3.481, 4.509)
H (6.171, 3.504, 3.743)
C (-3.358, -2.158, -4.978)
C (-0.104, -0.098, -3.013)
H (1.238, 3.537, 1.323)
C (-0.190, -1.822, -1.341)
H (-2.116, -0.411, 0.522)
N (4.141, 1.011, 2.834)
C (2.835, -3.238, 4.556)
C (0.484, 3.386, 0.561)
H (-3.042, -2.644, 0.911)
C (1.760, 1.347, -1.477)
C (0.488, 4.156, -0.591)
H (-0.471, 4.550, -2.465)
C (-0.470, 2.381, 0.721)
H (-4.361, 3.669, 4.415)
H (5.410, -0.249, 5.664)
H (-2.194, 1.410, -0.142)
C (-2.643, 2.717, 3.559)
C (5.232, 0.453, 4.863)
N (-2.296, -2.837, -4.248)
O (1.247, 1.340, 2.899)
H (-1.764, -4.791, -3.733)
N (2.830, -1.250, 2.647)
C (-3.374, -4.816, -5.168)
O (1.398, -0.240, 0.274)
C (-0.566, 3.009, 4.763)
O (3.306, 1.873, 0.273)
H (1.449, -4.239, 3.243)
H (-3.331, -4.311, -3.081)
H (-3.173, -5.881, -5.261)
C (-1.279, 2.484, 3.693)
H (0.497, 2.816, 4.842)
H (-4.452, -4.668, -5.150)
C (1.203, 0.178, -0.902)
C (-1.430, 2.952, -1.404)
C (-2.174, -2.848, 2.861)
As (-0.336, 1.448, 2.391)
H (-1.844, -4.073, -6.328)
H (0.455, 1.720, -6.810)
H (-1.094, 1.544, -4.852)
H (-0.274, -0.503, 4.397)

As for the highest occupied orbital energy (spin up / spin down): -0.476 / -0.476 Eh. The LUMO energy (spin up / spin down) is -4.814 / -4.814 eV. As for the spin multiplicity: 2. Its expectation value of S² is 0.752. Its charge is +2. The HOMO-LUMO gap (spin up / spin down) is 8.14 / 8.13 eV. As for the total energy: -6251.75355 a.u.

Atomic partial charges in e from the Löwdin method, atoms 1 to 6:
1. N -0.012
2. C -0.126
3. H 0.071
4. Cu 0.614
5. H 0.156
6. C -0.063

Q: total energy of number 3 (C21H31GaN5O6S)?
A: -3866.49471 a.u.

Q: total energy of number 4 (C10H9NO3)?
A: -666.86165 a.u.